Entry 1:
C14H26N2O3S | ωB97M-V with the def2-TZVPD basis set

Electronic energy: -34898.3149 eV
Total charge: 0
Energy above the lowest of the compared OMol25 structures with the same formula, charge and spin: 94.8 kJ/mol

Structure (XYZ):
```
46
C14H26N2O3S (ωB97M-V with the def2-TZVPD basis set)
C -4.374 -2.298 0.174
C -4.789 -0.929 0.659
S -3.839 0.321 -0.251
O -4.201 1.619 0.246
O -3.976 0.075 -1.658
N -2.266 -0.089 0.202
C -1.306 -0.159 -0.878
C -0.786 1.234 -1.259
N -0.234 1.885 -0.094
C 1.039 2.301 0.143
O 1.354 2.740 1.234
C 2.057 2.255 -0.980
C 3.248 1.361 -0.616
C 2.893 -0.121 -0.517
C 4.126 -1.029 -0.575
C 3.663 -2.372 0.007
C 2.381 -2.066 0.805
C 2.260 -0.542 0.809
C -1.218 2.010 0.967
C -1.765 0.634 1.355
H -4.511 -2.352 -0.903
H -3.325 -2.468 0.399
H -4.969 -3.077 0.646
H -5.834 -0.715 0.455
H -4.579 -0.769 1.712
H -1.812 -0.611 -1.729
H -0.479 -0.799 -0.556
H -0.050 1.139 -2.054
H -1.634 1.825 -1.628
H 1.638 1.946 -1.935
H 2.422 3.279 -1.089
H 3.659 1.701 0.336
H 4.016 1.490 -1.382
H 2.219 -0.389 -1.340
H 4.517 -1.132 -1.587
H 4.912 -0.599 0.048
H 4.433 -2.807 0.643
H 3.454 -3.086 -0.790
H 2.422 -2.471 1.815
H 1.515 -2.508 0.307
H 1.231 -0.208 0.919
H 2.838 -0.117 1.631
H -0.731 2.485 1.819
H -2.050 2.630 0.617
H -2.589 0.756 2.057
H -0.981 0.027 1.819
```

Atomic partial charges in e from the Löwdin method, atoms 1 to 5: -0.13, -0.27, 0.64, -0.29, -0.29



Entry 2:
C14H26N6O2 | ωB97M-V with the def2-TZVPD basis set

Electronic energy: -27973.2568 eV
Total charge: 0
Energy above the lowest of the compared OMol25 structures with the same formula, charge and spin: 0.0 kJ/mol

Structure (XYZ):
```
48
C14H26N6O2 (ωB97M-V with the def2-TZVPD basis set)
C 0.977 3.390 5.431
N 0.541 2.888 4.107
C 1.680 2.366 3.372
C -0.594 3.364 3.540
O -1.397 4.110 4.108
H 1.516 4.302 5.344
H 1.631 2.588 5.814
H -0.007 3.616 5.963
H 1.493 2.204 2.277
H 2.454 3.098 3.478
H 1.981 1.375 3.757
H -0.624 3.002 2.443
C -0.585 1.731 -2.732
N -0.643 0.453 -1.978
C -1.967 0.021 -1.634
C 0.350 -0.445 -1.799
O 1.510 -0.250 -2.129
H -1.318 2.398 -2.289
H -0.814 1.582 -3.754
H 0.454 2.083 -2.649
H -2.426 0.483 -0.780
H -2.712 0.055 -2.447
H -1.901 -0.983 -1.267
H -0.070 -1.445 -1.484
C -2.111 0.265 4.084
C -1.898 0.682 2.694
N -1.668 1.094 1.656
H -2.949 -0.457 4.172
H -2.267 1.225 4.605
H -1.178 -0.231 4.460
C 1.844 -2.980 0.204
C 0.863 -2.700 1.210
N -0.017 -2.594 1.943
H 1.400 -3.717 -0.432
H 2.792 -3.311 0.592
H 2.121 -2.120 -0.416
C -1.561 -3.318 -3.488
C -0.463 -3.992 -2.812
N 0.564 -4.296 -2.363
H -1.284 -2.282 -3.791
H -2.378 -3.139 -2.800
H -2.047 -3.772 -4.277
C 2.231 -1.153 -4.905
C 0.898 -0.736 -5.193
N -0.230 -0.628 -5.348
H 2.988 -0.327 -4.912
H 2.569 -1.853 -5.623
H 2.251 -1.649 -3.954
```

Atomic partial charges in e from the Löwdin method, atoms 1 to 5: -0.04, -0.21, -0.07, -0.37, -0.01



Entry 3:
C14H26NO13 | ωB97M-V with the def2-TZVPD basis set

Electronic energy: -43046.7136 eV
Total charge: -1

Structure (XYZ):
```
54
C14H26NO13 (ωB97M-V with the def2-TZVPD basis set)
C -1.449 0.746 1.576
C -1.876 -0.499 0.850
O -1.707 -0.639 -0.335
O -2.675 -1.385 1.495
C -2.615 -1.628 2.885
O -3.675 -1.643 3.442
C -1.302 -1.966 3.509
C -0.609 -3.208 2.941
N -0.064 -2.831 1.606
O 0.551 -3.382 3.770
H -1.424 0.645 2.659
H -2.160 1.541 1.319
H -0.466 1.027 1.189
H -1.539 -2.171 4.556
H -0.598 -1.097 3.479
H 0.627 -3.540 1.384
H -0.791 -2.952 0.906
H 1.105 -2.572 3.664
C 0.380 5.398 -2.331
O -0.726 4.533 -2.077
C -0.609 3.321 -2.630
O 0.320 2.949 -3.300
O -1.686 2.615 -2.317
C -1.689 1.269 -2.820
H 0.156 6.335 -1.830
H 1.300 4.980 -1.924
H 0.493 5.572 -3.400
H -0.854 0.706 -2.415
H -1.656 1.275 -3.909
H -2.615 0.825 -2.472
C 5.928 6.030 0.913
O 6.198 5.290 -0.279
C 5.109 4.793 -0.870
O 3.978 4.938 -0.488
O 5.489 4.115 -1.948
C 4.406 3.519 -2.673
H 6.894 6.367 1.279
H 5.292 6.886 0.698
H 5.448 5.397 1.657
H 3.718 4.283 -3.031
H 3.870 2.808 -2.050
H 4.850 3.002 -3.518
C -1.802 -8.031 0.491
O -1.642 -6.673 0.097
C -2.783 -5.981 0.034
O -3.884 -6.439 0.219
O -2.492 -4.726 -0.264
C -3.616 -3.845 -0.357
H -0.803 -8.458 0.499
H -2.238 -8.092 1.487
H -2.433 -8.569 -0.216
H -4.167 -3.821 0.580
H -4.269 -4.152 -1.174
H -3.198 -2.865 -0.560
```

Atomic partial charges in e from the Löwdin method, atoms 1 to 5: 0.02, -0.52, 0.08, 0.07, -0.44



Entry 4:
C14H28BaN4O4S4 | ωB97M-V with the def2-TZVPD basis set

Electronic energy: -73159.0036 eV
Total charge: 0
Energy above the lowest of the compared OMol25 structures with the same formula, charge and spin: 0.0 kJ/mol

Structure (XYZ):
```
55
C14H28BaN4O4S4 (ωB97M-V with the def2-TZVPD basis set)
Ba 0.109 1.239 -0.633
C 0.914 -1.337 -3.294
C 0.370 -2.104 -2.106
O 0.851 -1.595 -0.864
C 2.181 -1.990 -0.556
C 2.713 -1.092 0.540
O 2.712 0.271 0.151
C 3.821 0.679 -0.634
C 3.477 2.000 -1.292
O 2.343 1.891 -2.144
C 2.549 1.318 -3.420
C 1.191 0.947 -3.987
O 0.503 0.008 -3.167
H 2.007 -1.412 -3.333
H 0.520 -1.776 -4.217
H -0.716 -2.006 -2.075
H 0.625 -3.164 -2.210
H 2.197 -3.033 -0.221
H 2.819 -1.912 -1.442
H 2.071 -1.160 1.420
H 3.717 -1.423 0.823
H 4.705 0.811 -0.001
H 4.060 -0.080 -1.389
H 3.202 2.726 -0.525
H 4.348 2.368 -1.844
H 3.029 2.040 -4.091
H 3.201 0.439 -3.357
H 0.552 1.831 -4.020
H 1.314 0.562 -5.004
S -2.467 2.269 -1.875
S -2.179 3.816 -0.513
S -0.164 4.260 -0.330
S 0.662 3.417 1.386
C -2.569 1.201 1.931
N -3.490 0.687 2.944
C -2.707 0.140 4.050
N -1.815 -0.945 3.613
C -0.927 -0.407 2.586
N -1.664 0.133 1.432
C -2.503 -0.944 0.878
N -3.426 -1.494 1.869
C -4.275 -0.395 2.352
C -2.640 -1.990 3.001
H -1.961 2.004 2.350
H -3.133 1.597 1.086
H -3.385 -0.249 4.812
H -2.103 0.938 4.486
H -0.272 -1.213 2.237
H -0.320 0.393 3.015
H -1.851 -1.749 0.522
H -3.072 -0.540 0.037
H -4.965 -0.788 3.101
H -4.850 0.001 1.513
H -1.991 -2.798 2.655
H -3.321 -2.388 3.756
```

Atomic partial charges in e from the Löwdin method, atoms 1 to 5: 1.44, -0.18, -0.16, -0.24, -0.18